(1)
98
Properties=species:S:1:pos:R:3 method="wB97M-V/def2-TZVPD" homo_lumo_gap_ev="6.242 / 5.321" homo_ha="-0.46087 / -0.50322" charge=+2 e_above_lowest_kj_mol=81.42 spin_multiplicity=4
W 0.5498 0.1660 -0.1657
C -1.0990 0.7005 -4.4304
C -0.8234 2.0330 -4.6499
C -0.6600 2.8373 -3.5414
C -0.7575 2.2817 -2.2327
N -0.8563 0.9156 -2.0355
C -1.0800 0.1973 -3.1095
N -0.8127 3.1573 -1.2515
C -1.0502 2.7973 0.0185
N -0.7778 1.6279 0.6013
C -1.2002 1.7295 1.9607
N -1.1608 0.8658 2.8779
C -0.6722 -0.4302 2.8160
C -0.7968 -1.1320 4.0152
C -0.3470 -2.4293 4.1135
C 0.2301 -3.0035 2.9924
C 0.3219 -2.2582 1.8399
N -0.1243 -0.9910 1.7188
C -1.7687 3.0708 2.1544
C -2.3236 3.6754 3.2604
C -2.7679 4.9869 3.0980
C -2.6581 5.6552 1.8789
C -2.1019 5.0349 0.7674
C -1.6664 3.7320 0.9405
H -1.2637 0.0057 -5.2432
H -0.7571 2.4394 -5.6495
H -0.4896 3.9023 -3.6047
H -1.2404 -0.8555 -2.9527
H -1.2544 -0.6155 4.8454
H -0.4376 -2.9761 5.0424
H 0.6145 -4.0133 3.0000
H 0.7883 -2.6781 0.9658
H -2.4046 3.1599 4.2076
H -3.2063 5.5043 3.9410
H -3.0106 6.6748 1.8032
H -2.0017 5.5435 -0.1815
S 1.5570 -1.1886 -2.4582
C 0.8503 -2.6586 -2.7842
N 1.3814 -3.4820 -3.6742
C 0.8916 -4.8519 -3.8182
C -0.6083 -4.8430 -3.7674
N -1.0647 -4.1392 -2.5657
C -2.3963 -4.5706 -2.0801
C -3.4528 -4.2587 -3.1103
C -3.8541 -2.9401 -3.3211
C -4.7885 -2.6456 -4.3013
C -5.3317 -3.6642 -5.0751
C -4.9467 -4.9782 -4.8598
C -4.0073 -5.2734 -3.8798
C -0.4449 -3.0766 -2.0988
S -1.0513 -2.1428 -0.8442
C 2.5176 -3.0293 -4.5070
C 2.0647 -2.0297 -5.5522
C 2.6843 -0.7910 -5.6524
C 2.2932 0.1098 -6.6359
C 1.2774 -0.2214 -7.5199
C 0.6495 -1.4589 -7.4227
C 1.0463 -2.3582 -6.4449
H 1.3204 -5.4789 -3.0329
H 1.2249 -5.2368 -4.7781
H -0.9996 -5.8574 -3.7277
H -1.0360 -4.3538 -4.6460
H -2.5853 -4.0799 -1.1320
H -2.3296 -5.6452 -1.9074
H -3.4555 -2.1497 -2.6941
H -5.1127 -1.6233 -4.4508
H -6.0653 -3.4330 -5.8359
H -5.3815 -5.7755 -5.4478
H -3.7187 -6.3042 -3.7046
H 2.9439 -3.9183 -4.9697
H 3.2799 -2.5946 -3.8611
H 3.4719 -0.5243 -4.9574
H 2.7975 1.0644 -6.7181
H 0.9905 0.4707 -8.3022
H -0.1210 -1.7353 -8.1315
H 0.5761 -3.3365 -6.4047
O 2.1904 -0.9411 0.2727
N 2.9384 -0.6648 1.3074
N 2.5791 0.3976 1.8504
O 1.5828 1.0906 1.3413
C 3.2503 0.9489 3.0019
C 4.1451 0.1526 3.7015
C 4.7837 0.7078 4.7964
C 4.5258 2.0218 5.1678
C 3.6293 2.7938 4.4445
C 2.9761 2.2626 3.3427
H 4.3395 -0.8663 3.3996
H 5.4868 0.1106 5.3605
H 5.0329 2.4463 6.0240
H 3.4413 3.8200 4.7295
H 2.2976 2.8571 2.7500
F 1.6184 1.3495 -1.4962
As 2.9611 2.7969 -1.4748
F 1.9628 3.4775 -0.2475
F 1.9200 3.4867 -2.6555
F 4.0816 4.0532 -1.4784
F 3.7102 1.8628 -2.6933
F 3.7489 1.8471 -0.2830

---

(2)
129
Properties=species:S:1:pos:R:3 method="wB97M-V/def2-TZVPD" homo_lumo_gap_ev="8.161 / 8.170" homo_ha="-0.29615 / -0.29661" e_above_lowest_kj_mol=86.39 spin_multiplicity=2
C 5.4929 -0.2016 1.2202
C 6.2757 0.7339 0.2981
C 5.9570 0.6176 -1.2105
C 4.7377 -0.2058 -1.5758
C 4.3860 -0.0956 -3.0506
C 2.9123 -0.4170 -3.3816
C 2.0740 0.7200 -2.8349
C 0.5606 0.5943 -3.1225
C 0.0194 -0.8069 -2.8182
C -1.2353 -0.8560 -1.9139
C -2.4688 -0.5002 -2.7804
C -2.7763 0.9956 -2.9391
C -3.9821 1.4522 -2.1014
S -4.0963 3.2868 -2.1778
C -3.4532 3.8355 -0.5987
S -4.3459 3.5104 0.7378
N -2.3010 4.5632 -0.6617
C -1.1324 3.8068 -1.1661
C 0.0700 3.9540 -0.2580
O -0.3072 3.6075 1.0514
C -1.1924 4.5625 1.6059
C -1.9791 5.3322 0.5399
C -1.3947 -2.3501 -1.5343
C -2.2612 -2.6581 -0.2928
C -1.7121 -3.9664 0.3245
C -3.6958 -2.9975 -0.6739
N -2.1975 -1.6096 0.7524
O -3.3021 -1.0023 0.9798
C -1.0199 -0.7125 0.6597
C -1.1817 0.3649 1.7343
C 0.3107 -1.3828 0.9634
C -1.0519 0.0159 -0.6743
H 4.4532 0.1120 1.2240
H 5.4994 -1.2201 0.8559
H 5.8273 -0.1356 2.2470
H 6.1130 1.7408 0.6623
H 7.3276 0.5186 0.4575
H 6.8432 0.2680 -1.7284
H 5.7951 1.6300 -1.5729
H 4.9200 -1.2464 -1.3225
H 3.9094 0.1207 -0.9576
H 4.5055 0.9560 -3.3113
H 5.0742 -0.6507 -3.6809
H 2.8600 -0.4562 -4.4656
H 2.6466 -1.3880 -2.9787
H 2.1931 0.8648 -1.7645
H 2.3866 1.6194 -3.3493
H 0.4542 0.7752 -4.1841
H 0.0818 1.3760 -2.5525
H 0.7716 -1.3607 -2.2660
H -0.1863 -1.3829 -3.7144
H -2.2605 -0.8932 -3.7696
H -3.3803 -0.9921 -2.4565
H -1.9496 1.6352 -2.6883
H -3.0500 1.1742 -3.9718
H -4.9105 1.1039 -2.5327
H -3.8946 1.2003 -1.0513
H -0.8548 4.1201 -2.1709
H -1.3748 2.7583 -1.1677
H 0.5291 4.9405 -0.3117
H 0.7855 3.2074 -0.5835
H -1.8830 4.0517 2.2629
H -0.6429 5.3031 2.1910
H -2.8523 5.8060 0.9558
H -1.3351 6.1440 0.2095
H -0.4291 -2.8299 -1.4370
H -1.8731 -2.8346 -2.3783
H -0.6316 -4.0038 0.3215
H -2.1332 -4.1210 1.3102
H -2.0515 -4.7857 -0.3010
H -3.6669 -3.6786 -1.5141
H -4.1643 -3.5322 0.1425
H -4.2794 -2.1289 -0.9402
H -1.4075 -0.1013 2.6776
H -1.9469 1.0846 1.4774
H -0.2486 0.9124 1.8001
H 0.5283 -2.2334 0.3339
H 0.3568 -1.6639 2.0092
H 1.0876 -0.6513 0.7730
H -1.8348 0.7527 -0.5690
H -0.1274 0.5829 -0.7027
F 4.1147 -4.0015 -1.7483
C 3.8035 -4.7065 -2.8513
C 4.6945 -4.7264 -3.9056
C 4.3720 -5.4518 -5.0427
C 3.1676 -6.1371 -5.1162
C 2.2843 -6.1007 -4.0469
C 2.6023 -5.3848 -2.9022
H 5.6253 -4.1798 -3.8312
H 5.0637 -5.4814 -5.8735
H 2.9184 -6.6988 -6.0061
H 1.3433 -6.6308 -4.1027
H 1.9299 -5.3499 -2.0550
F -4.1027 -2.0498 6.0974
C -4.2719 -0.7665 5.6995
C -4.5412 -0.5129 4.3715
C -4.7178 0.8015 3.9648
C -4.6156 1.8351 4.8850
C -4.3391 1.5558 6.2170
C -4.1696 0.2444 6.6331
H -4.6087 -1.3294 3.6671
H -4.9344 1.0179 2.9275
H -4.7510 2.8592 4.5625
H -4.2553 2.3608 6.9348
H -3.9626 0.0039 7.6667
F -1.3188 -3.0585 12.9996
C -1.8414 -2.9698 11.7593
C -2.1824 -1.7284 11.2640
C -2.7156 -1.6418 9.9863
C -2.9091 -2.7882 9.2274
C -2.5613 -4.0262 9.7502
C -2.0189 -4.1229 11.0232
H -2.0307 -0.8473 11.8731
H -2.9799 -0.6734 9.5847
H -3.3280 -2.7163 8.2338
H -2.7135 -4.9224 9.1640
H -1.7351 -5.0779 11.4445
F 1.3628 2.8083 -5.0428
C 2.0335 3.8561 -5.5683
C 1.5456 4.4574 -6.7096
C 2.2359 5.5354 -7.2430
C 3.4001 5.9881 -6.6378
C 3.8739 5.3646 -5.4923
C 3.1856 4.2913 -4.9461
H 0.6401 4.0840 -7.1687
H 1.8633 6.0225 -8.1337
H 3.9372 6.8269 -7.0593
H 4.7828 5.7134 -5.0213
H 3.5345 3.7956 -4.0493

---

(3)
61
Properties=species:S:1:pos:R:3 method="wB97M-V/def2-TZVPD" homo_lumo_gap_ev=5.777 homo_ha=-0.29570 charge=+1 e_above_lowest_kj_mol=311.26
C -0.3966 -0.7342 -8.5612
C 0.7812 -0.3881 -7.6839
C 0.6732 -0.6883 -6.2076
C 1.8163 -0.0171 -5.3247
N 1.5647 -0.1050 -3.8145
C 1.3558 -1.5359 -3.2899
C 2.7593 -2.2338 -3.1560
C 3.7723 -1.1473 -2.8821
C 2.8893 0.1401 -2.9939
C 0.3423 0.7514 -3.4052
H -0.6292 -1.7947 -8.4649
H -0.2959 -0.4161 -9.5989
H -1.2943 -0.1613 -8.3285
H 0.9621 0.6699 -7.8738
H 1.6621 -0.8798 -8.0967
H 0.6872 -1.7591 -6.0043
H -0.2714 -0.3104 -5.8165
H 1.9282 1.0485 -5.5251
H 2.7811 -0.5033 -5.4694
H 0.8135 -1.4468 -2.3486
H 0.6372 -1.9822 -3.9773
H 2.8467 -3.0533 -2.4427
H 2.8681 -2.6877 -4.1410
H 4.1253 -1.2556 -1.8565
H 4.6654 -1.2202 -3.5026
H 2.6814 0.5714 -2.0147
H 3.4218 0.9272 -3.5278
H 0.5654 1.0421 -2.3786
H -0.5107 0.0878 -3.5471
H 0.2469 1.5868 -4.0989
C 0.8582 -1.1618 7.9409
C 0.5280 0.1731 7.2004
C -0.5787 -0.0353 6.1352
C -1.1466 1.2522 5.4122
N -2.2070 0.9811 4.3219
C -1.7019 -0.0009 3.2558
C -2.5894 0.1043 2.0184
C -2.9658 1.6335 2.0908
C -2.5849 2.2226 3.4716
C -3.4659 0.3829 5.0189
H 1.5175 -0.9950 8.7927
H 1.3108 -1.8312 7.2095
H -0.0138 -1.6805 8.3393
H 1.4641 0.4703 6.7277
H 0.2405 0.9577 7.9002
H -1.3924 -0.6248 6.5576
H -0.1467 -0.7679 5.4535
H -0.3955 1.8764 4.9284
H -1.5072 1.9861 6.1329
H -1.7843 -0.9840 3.7193
H -0.6603 0.2536 3.0595
H -3.4991 -0.4881 2.1162
H -2.0035 -0.1496 1.1349
H -4.0309 1.8123 1.9439
H -2.5742 2.1723 1.2280
H -3.3837 2.8891 3.7968
H -1.7021 2.7766 3.1525
H -4.3230 0.1734 4.3789
H -3.7327 1.1088 5.7870
H -3.1358 -0.5675 5.4382
Br 2.1579 3.5552 1.6694

---

Strongest force on any atom values (in hartree/bohr) by entry order: 0.0209; 0.0331; 0.0452.